This record from OMol25 describes a cluster of 2 separate species, C4H12 in total at a distorted geometry. The level of theory is ωB97M-V/def2-TZVPD.

The geometry in XYZ format:
```
16
Properties=species:S:1:pos:R:3:forces:R:3:nbo_charge:R:1
C 0.922674 -0.922595 1.852193 -0.78 -1.35 -0.59 -0.62
C 2.139690 -0.027997 1.990896 -0.63 0.51 0.29 -0.61
H 0.326048 -0.761659 0.949530 0.17 0.57 0.00 0.20
H 1.192118 -1.965535 1.698162 0.46 -0.21 0.20 0.20
H 0.185883 -1.002133 2.652631 0.28 0.65 0.33 0.21
H 2.994420 -0.481980 1.510512 0.26 0.07 -0.14 0.21
H 1.931050 0.942655 1.543848 0.18 0.04 -0.19 0.20
H 2.391898 0.201696 3.024885 0.06 -0.29 0.10 0.21
C -2.242950 0.365881 -2.151732 1.23 0.51 -1.53 -0.63
C -0.852795 0.654369 -1.595291 0.26 0.30 1.00 -0.61
H -2.075143 0.253210 -3.211810 0.13 -1.29 -0.63 0.20
H -2.601398 -0.538984 -1.679852 -0.66 0.08 -0.20 0.21
H -2.942586 1.177774 -2.338212 -0.28 0.32 1.58 0.22
H -0.910356 0.787169 -0.513457 0.13 0.10 0.08 0.20
H -0.285575 1.504130 -1.979162 -0.53 0.22 -0.25 0.21
H -0.172978 -0.186002 -1.753140 -0.28 -0.22 -0.05 0.20
```
Positions in Å, forces in eV/Å.

Properties
SMILES	CC.CC
E_HOMO	-11.30	eV
calculated total energy	-159.5623	Ha
ΔE to the lowest compared entry with this formula, charge and spin	0.616	eV
M	60.14	g/mol
E_LUMO	1.1	eV